Computed, not measured: 2 unconnected molecules or ions with the total composition C2H10N2, with ωB97M-V/def2-TZVPD.

Properties
Charge: 0
Orbital gap: 9.7957 eV
HOMO level: -8.88 eV
LUMO: 0.92 eV
Electronic energy: -5215.8671 eV
Relative energy (zero: lowest compared OMol25 entry of this formula, charge and spin): 46.8 kJ/mol

Geometry (Å):
N 0.60 -1.42 0.43
C -0.27 -2.04 -0.53
N -0.68 -3.41 -0.16
H 0.91 -1.92 1.24
H 0.54 -0.43 0.50
H 0.15 -2.13 -1.54
H -1.20 -1.46 -0.65
H -1.35 -3.39 0.61
H 0.15 -3.87 0.18
C 0.21 3.99 -0.01
H 0.87 3.47 0.67
H 0.59 3.91 -1.03
H -0.82 3.66 0.06
H 0.30 5.04 0.24

Atom charges from the Mulliken analysis, given in e for atoms 1 to 4: number 1, N, carries -0.4552; number 2, C, carries -0.2245; number 3, N, carries -0.6088; number 4, H, carries 0.1680



Computed, not measured: 2 unconnected molecules or ions with the total composition C2H10N2, with ωB97M-V/def2-TZVPD.

Properties
Charge: +1
Orbital gap (alpha / beta): 10.5606 / 5.5784 eV
HOMO level (alpha / beta): -14.02 / -13.97 eV
LUMO (alpha / beta): -3.46 / -8.39 eV
Electronic energy: -5207.2238 eV
Expectation value of S²: 0.754
Spin multiplicity: 2
Relative energy (zero: lowest compared OMol25 entry of this formula, charge and spin): 16.5 kJ/mol

Geometry (Å):
N 2.50 -0.59 -0.31
H 2.88 0.18 -0.83
H 3.08 -0.86 0.46
H 1.65 -0.18 0.09
C -0.84 -0.39 -1.09
N -0.57 -0.18 0.29
C -1.17 0.84 1.12
H -0.37 0.34 -1.76
H -1.90 -0.11 -1.21
H -0.65 -1.38 -1.50
H -0.59 -1.05 0.81
H -2.26 0.93 1.01
H -0.92 0.63 2.15
H -0.82 1.82 0.76

Atom charges from the Mulliken analysis, given in e for atoms 1 to 4: number 1, N, carries -0.6156; number 2, H, carries 0.2517; number 3, H, carries 0.2560; number 4, H, carries 0.1760



Computed, not measured: 3 unconnected molecules or ions with the total composition C2H10N2O2, with ωB97M-V/def2-TZVPD.

Properties
Charge: -1
Orbital gap (alpha / beta): 2.6720 / 7.4260 eV
HOMO level (alpha / beta): 0.99 / -3.89 eV
LUMO (alpha / beta): 3.66 / 3.53 eV
Electronic energy: -9309.0972 eV
Expectation value of S²: 0.750
Spin multiplicity: 2
Relative energy (zero: lowest compared OMol25 entry of this formula, charge and spin): 103.4 kJ/mol

Geometry (Å):
C -0.13 0.13 0.21
C -1.29 -0.52 0.21
N -2.52 0.03 0.60
N 1.02 -0.65 -0.08
H -0.04 1.13 0.58
H -1.40 -1.53 -0.17
H -2.66 0.52 1.47
H -3.37 -0.39 0.27
H 1.13 -1.31 -0.82
H 1.82 -0.41 0.50
H 2.05 1.78 1.53
H 2.23 0.44 2.44
O 2.60 1.00 1.73
H -0.38 -0.57 -2.87
H 0.73 0.24 -2.40
O 0.20 0.13 -3.21

Atom charges from the Mulliken analysis, given in e for atoms 1 to 4: number 1, C, carries -1.4179; number 2, C, carries -0.1767; number 3, N, carries -0.4503; number 4, N, carries -0.5017



Computed, not measured: 3 unconnected molecules or ions with the total composition C2H10N2O2, with ωB97M-V/def2-TZVPD.

Properties
Charge: 0
Orbital gap: 9.4492 eV
HOMO level: -8.95 eV
LUMO: 0.50 eV
Electronic energy: -9310.7103 eV
Relative energy (zero: lowest compared OMol25 entry of this formula, charge and spin): 82.9 kJ/mol

Geometry (Å):
C -1.35 -1.12 1.53
N -2.37 -0.82 2.53
C -3.53 -1.27 2.36
N -4.07 -1.66 1.14
H -0.40 -0.94 2.02
H -1.50 -0.46 0.67
H -1.40 -2.14 1.15
H -4.29 -1.13 3.13
H -5.06 -1.57 1.04
H -3.56 -1.40 0.31
O 3.80 1.34 -1.94
H 2.91 1.12 -2.25
H 3.59 1.94 -1.21
O 6.06 2.91 -3.32
H 5.66 2.05 -3.09
H 5.52 3.16 -4.08

Atom charges from the Mulliken analysis, given in e for atoms 1 to 4: number 1, C, carries -0.8563; number 2, N, carries -0.4774; number 3, C, carries 0.1453; number 4, N, carries -0.4529



Computed, not measured: 2 unconnected molecules or ions with the total composition C2H10N2O2, with ωB97M-V/def2-TZVPD.

Properties
Charge: 0
Orbital gap: 6.6099 eV
HOMO level: -5.92 eV
LUMO: 0.69 eV
Electronic energy: -9303.4400 eV
Relative energy (zero: lowest compared OMol25 entry of this formula, charge and spin): 784.4 kJ/mol

Geometry (Å):
C -0.21 -0.79 1.36
O 1.11 0.06 0.66
C 1.40 1.30 1.29
H 0.23 -1.02 2.32
H -0.50 -1.61 0.71
H -1.05 -0.09 1.34
H 2.15 1.14 2.07
H 0.51 1.76 1.73
H 1.80 1.99 0.55
N -1.79 -0.41 -1.42
N -0.47 0.07 -1.34
O 0.25 -0.40 -2.53
H -2.01 -0.52 -2.41
H -2.14 -0.78 -0.53
H 0.43 0.24 -0.47
H 0.32 -0.95 -3.33

Atom charges from the Mulliken analysis, given in e for atoms 1 to 4: number 1, C, carries -0.7118; number 2, O, carries -0.4449; number 3, C, carries -0.6333; number 4, H, carries 0.3071



Computed, not measured: 3 unconnected molecules or ions with the total composition C2H10N2O2, with ωB97M-V/def2-TZVPD.

Properties
Charge: 0
Orbital gap: 10.2002 eV
HOMO level: -9.41 eV
LUMO: 0.79 eV
Electronic energy: -9310.8138 eV
Relative energy (zero: lowest compared OMol25 entry of this formula, charge and spin): 72.9 kJ/mol

Geometry (Å):
H -1.63 -0.45 2.67
N -1.40 -0.53 1.69
C -0.26 -0.05 1.42
N 0.15 0.11 0.11
C 1.54 -0.33 -0.12
H 0.46 0.33 2.15
H -0.48 -0.24 -0.59
H 1.70 -0.42 -1.19
H 2.22 0.37 0.37
H 1.79 -1.25 0.42
O 1.20 3.76 0.27
H 0.90 2.88 0.52
H 1.84 3.64 -0.44
O -1.44 -2.97 -2.57
H -2.12 -2.80 -1.91
H -1.94 -2.89 -3.39

Atom charges from the Mulliken analysis, given in e for atoms 1 to 4: number 1, H, carries 0.2402; number 2, N, carries -0.6418; number 3, C, carries 0.0364; number 4, N, carries -0.2531



Computed, not measured: 3 unconnected molecules or ions with the total composition C2H10N2O2, with ωB97M-V/def2-TZVPD.

Properties
Charge: +1
Orbital gap (alpha / beta): 6.6491 / 5.3758 eV
HOMO level (alpha / beta): -12.89 / -12.89 eV
LUMO (alpha / beta): -6.24 / -7.51 eV
Electronic energy: -9300.5234 eV
Expectation value of S²: 0.759
Spin multiplicity: 2
Relative energy (zero: lowest compared OMol25 entry of this formula, charge and spin): 214.1 kJ/mol

Geometry (Å):
C -0.92 2.01 -2.93
N -3.18 -0.11 -1.30
C -2.18 0.88 -1.10
N -1.08 1.00 -1.80
H -0.32 1.72 -3.76
H -1.78 2.27 -3.40
H -0.53 3.01 -2.54
H -4.07 0.25 -1.66
H -2.81 -0.95 -1.84
H -2.40 1.65 -0.39
H 4.47 -1.31 5.71
H 4.10 -2.22 4.68
O 4.81 -1.63 4.87
H 1.42 -1.97 0.29
H 0.48 -1.22 1.06
O 1.42 -1.47 1.09

Atom charges from the Mulliken analysis, given in e for atoms 1 to 4: number 1, C, carries -0.7167; number 2, N, carries -0.4032; number 3, C, carries 0.1247; number 4, N, carries -0.0694